{
  "formula": "C43H40MnN13O2",
  "method": "wB97M-V/def2-TZVPD",
  "elements": ["Mn", "C", "C", "C", "C", "C", "N", "C", "C", "C", "C", "C", "C", "C", "N", "C", "C", "C", "N", "C", "C", "N", "C", "C", "C", "N", "H", "H", "H", "H", "H", "H", "H", "H", "H", "H", "H", "H", "H", "H", "H", "H", "H", "H", "C", "N", "C", "N", "C", "N", "C", "C", "C", "C", "C", "C", "C", "N", "N", "C", "O", "C", "C", "C", "C", "C", "C", "N", "C", "N", "C", "N", "C", "H", "H", "H", "H", "H", "H", "H", "H", "H", "H", "H", "H", "H", "H", "H", "H", "C", "O", "C", "C", "H", "H", "H", "H", "H", "H"],
  "coordinates": [[-0.16914, -1.04208, 0.72298], [5.53195, -2.26106, -3.87188], [4.49696, -2.16356, -2.79041], [4.56553, -2.99799, -1.67371], [3.70703, -2.81887, -0.62084], [2.71611, -1.81178, -0.61646], [2.00916, -1.51208, 0.50734], [2.64782, -1.42261, 1.69186], [4.01518, -1.31738, 1.89822], [4.55427, -1.03070, 3.14407], [3.72048, -0.80169, 4.25275], [4.30944, -0.36094, 5.56306], [2.37171, -0.93475, 4.14039], [1.69944, -1.25845, 2.85965], [0.97114, -2.53579, 2.97092], [1.27730, -3.57553, 3.75224], [0.39163, -4.58953, 3.44666], [-0.41065, -4.06037, 2.43730], [-0.03911, -2.81644, 2.15556], [2.51030, -1.12584, -1.84046], [3.44314, -1.27296, -2.86540], [1.40629, -0.29244, -2.07732], [0.93974, 0.00842, -3.31606], [-0.11544, 0.87283, -3.17000], [-0.24583, 1.03455, -1.78897], [0.66568, 0.31720, -1.13329], [6.53426, -2.16290, -3.45486], [5.39717, -1.48330, -4.61952], [5.47135, -3.23348, -4.36093], [5.33458, -3.75634, -1.63102], [3.78920, -3.45505, 0.24855], [4.67676, -1.38171, 1.04570], [5.62740, -0.93505, 3.24411], [5.37096, -0.16020, 5.45431], [4.17302, -1.11618, 6.33704], [3.81856, 0.55110, 5.89769], [1.73469, -0.70959, 4.98277], [2.06909, -3.51997, 4.47013], [0.33732, -5.56483, 3.89212], [-1.22464, -4.52638, 1.91578], [3.36181, -0.63117, -3.73028], [1.33434, -0.43866, -4.20217], [-0.70711, 1.30626, -3.94979], [-0.95271, 1.64866, -1.26561], [-2.56618, 3.20264, 2.88391], [-2.57368, 1.85920, 2.36853], [-1.68863, 1.33606, 1.51944], [-2.02294, 0.08583, 1.23429], [-3.15971, -0.09723, 1.94587], [-3.51888, 0.95632, 2.63956], [-2.19513, 4.16447, 1.77587], [-1.37498, 5.26562, 2.01694], [-1.03566, 6.11277, 0.95745], [-1.44943, 5.85269, -0.32618], [-2.22457, 4.70477, -0.59583], [-2.62747, 3.90577, 0.49322], [-2.51212, 4.26071, -1.90795], [-2.33332, 4.86851, -3.06439], [-2.65149, 4.02070, -4.02988], [-3.01837, 2.88037, -3.47163], [-2.97287, 2.96748, -2.09655], [-3.33582, 1.66186, -4.11267], [-3.37207, 1.57411, -5.52255], [-3.57836, 0.36488, -6.13455], [-3.77291, -0.79909, -5.38765], [-3.76180, -0.72489, -3.99363], [-3.91282, -1.98242, -3.16419], [-2.71440, -2.21877, -2.40117], [-2.37257, -1.67238, -1.22851], [-1.13542, -2.02747, -0.90663], [-0.75794, -2.80202, -1.94727], [-1.68649, -2.93801, -2.86485], [-3.54493, 0.48273, -3.36810], [-1.84178, 3.27203, 3.70628], [-3.56567, 3.40052, 3.28741], [-0.85105, 1.86330, 1.11125], [-3.72481, -1.00919, 1.94772], [-1.00238, 5.46533, 3.01179], [-0.39488, 6.96511, 1.14828], [-1.16648, 6.48531, -1.15461], [-3.27978, 3.06875, 0.29174], [-3.21871, 2.47897, -6.08973], [-3.57961, 0.30159, -7.21544], [-3.92537, -1.74890, -5.88094], [-4.07253, -2.84830, -3.80973], [-4.74769, -1.89051, -2.46082], [-3.02777, -1.05501, -0.64873], [0.20482, -3.26964, -2.01863], [-3.49966, 0.54244, -2.29067], [-0.95494, -0.70290, 4.21402], [-0.19115, 0.25011, 3.52086], [0.66632, -0.15072, 2.43244], [1.46843, 1.13404, 2.12233], [-1.64714, -0.13189, 4.83858], [-0.34488, -1.33908, 4.86713], [-1.53579, -1.34779, 3.54352], [2.39093, 1.14931, 2.70142], [0.88181, 2.00713, 2.39914], [1.71453, 1.18338, 1.06227]],
  "molar_mass_g_mol": 825.82,
  "total_charge": -1,
  "total_energy_ev": -100024.83928,
  "orbital_gap_ev": [4.09, 6.37],
  "spin_multiplicity": 6
}